150
Properties=species:S:1:pos:R:3 method="wB97M-V/def2-TZVPD" charge=0 orbital_gap_ev=8.172 homo_ev=-8.15 smiles="CCOCCOC[PH2](S)C[C@@H](C)Cl.C[C@@H]1COC(=O)O1.C[C@@H]1COC(=O)O1.C[C@@H]1COC(=O)O1.C[C@@H]1COC(=O)O1.C[C@@H]1COC(=O)O1.C[C@@H]1COC(=O)O1.C[C@@H]1COC(=O)O1.C[C@@H]1COC(=O)O1.C[C@@H]1COC(=O)O1" lumo_ev=0.0
C 3.46 -4.53 0.41
C 2.22 -4.19 1.20
O 1.36 -3.47 0.33
C 0.37 -2.70 0.98
C -0.69 -2.37 -0.03
O -1.66 -1.54 0.59
C -2.99 -1.75 0.15
P -3.88 -2.97 1.30
S -4.90 -4.35 2.83
C -5.43 -2.87 0.31
C -5.68 -3.97 -0.74
C -5.38 -3.50 -2.18
Cl -4.76 -5.50 -0.46
H 4.14 -5.13 1.02
H 3.23 -5.09 -0.49
H 3.97 -3.61 0.16
H 2.50 -3.55 2.05
H 1.71 -5.08 1.57
H 0.80 -1.76 1.36
H -0.07 -3.24 1.82
H -1.14 -3.28 -0.44
H -0.24 -1.83 -0.87
H -3.03 -2.07 -0.90
H -3.52 -0.80 0.21
H -2.87 -3.92 1.11
H -3.67 -2.07 2.35
H -3.89 -5.20 3.05
H -6.28 -2.79 0.99
H -5.37 -1.93 -0.24
H -6.72 -4.27 -0.66
H -4.54 -4.05 -2.59
H -6.24 -3.63 -2.83
H -5.10 -2.44 -2.19
C 7.62 0.35 1.40
C 6.86 -0.97 1.31
C 5.38 -0.91 1.59
O 5.12 -2.24 2.05
C 6.26 -2.72 2.62
O 6.34 -3.72 3.24
O 7.30 -1.89 2.33
H 7.92 0.67 0.41
H 7.00 1.14 1.82
H 8.50 0.22 2.01
H 7.03 -1.45 0.35
H 4.78 -0.70 0.71
H 5.14 -0.21 2.39
C -0.56 -2.79 -3.77
C -1.31 -1.52 -4.13
C -0.76 -0.23 -3.59
O -1.93 0.59 -3.48
C -2.99 -0.23 -3.30
O -4.08 0.12 -2.99
O -2.63 -1.52 -3.52
H -0.06 -3.21 -4.64
H 0.20 -2.60 -3.01
H -1.25 -3.54 -3.38
H -1.46 -1.45 -5.21
H -0.03 0.25 -4.24
H -0.33 -0.36 -2.59
C -10.47 -7.28 2.81
C -9.62 -6.66 1.73
C -8.22 -6.24 2.13
O -7.96 -5.18 1.21
C -9.14 -4.63 0.85
O -9.25 -3.62 0.24
O -10.16 -5.40 1.29
H -10.63 -8.34 2.63
H -10.01 -7.17 3.80
H -11.45 -6.80 2.84
H -9.58 -7.31 0.85
H -7.46 -7.02 2.01
H -8.18 -5.84 3.14
C 5.73 -2.13 -2.93
C 5.14 -0.75 -2.74
C 5.38 0.26 -3.85
O 5.34 1.50 -3.13
C 5.70 1.27 -1.86
O 5.91 2.11 -1.04
O 5.77 -0.06 -1.62
H 4.94 -2.86 -3.11
H 6.41 -2.16 -3.78
H 6.28 -2.43 -2.05
H 4.08 -0.80 -2.52
H 4.62 0.25 -4.62
H 6.38 0.15 -4.29
C 0.31 4.18 -3.08
C 0.70 2.71 -3.07
C 2.08 2.40 -2.52
O 2.40 1.17 -3.22
C 1.73 1.18 -4.39
O 1.92 0.39 -5.26
O 0.83 2.18 -4.42
H -0.47 4.36 -2.35
H 1.16 4.82 -2.82
H -0.05 4.48 -4.06
H -0.05 2.11 -2.57
H 2.10 2.23 -1.45
H 2.82 3.15 -2.80
C -3.93 1.14 3.44
C -3.10 1.26 4.71
C -2.94 -0.01 5.52
O -2.76 0.50 6.85
C -3.38 1.71 6.92
O -3.57 2.32 7.92
O -3.75 2.11 5.68
H -3.30 1.24 2.56
H -4.44 0.18 3.38
H -4.69 1.92 3.41
H -2.13 1.70 4.50
H -2.08 -0.61 5.24
H -3.84 -0.62 5.51
C 6.31 4.29 -4.31
C 5.46 5.53 -4.21
C 6.03 6.65 -3.36
O 4.84 7.34 -2.94
C 3.85 6.43 -2.89
O 2.79 6.60 -2.37
O 4.23 5.28 -3.49
H 6.72 4.19 -5.32
H 7.15 4.31 -3.62
H 5.72 3.40 -4.10
H 5.18 5.91 -5.19
H 6.68 7.33 -3.91
H 6.55 6.28 -2.48
C 7.95 4.19 1.98
C 7.86 4.34 0.47
C 8.47 3.24 -0.36
O 8.83 3.93 -1.57
C 9.04 5.23 -1.25
O 9.49 6.04 -2.00
O 8.64 5.48 0.01
H 6.97 3.98 2.40
H 8.62 3.37 2.26
H 8.33 5.10 2.43
H 6.83 4.51 0.16
H 7.79 2.43 -0.58
H 9.39 2.85 0.10
C -8.52 5.41 3.69
C -8.54 3.90 3.68
C -7.73 3.21 4.76
O -7.40 1.96 4.14
C -7.39 2.16 2.80
O -6.96 1.38 2.01
O -7.90 3.37 2.50
H -9.48 5.82 3.99
H -7.76 5.80 4.37
H -8.29 5.79 2.69
H -9.56 3.52 3.68
H -8.28 3.03 5.68
H -6.80 3.74 4.98